[1]
Entry from OMol25: the molecule C3H3N3 (the ωB97M-V functional and the def2-TZVPD basis).

Structure (XYZ):
```
9
Properties=species:S:1:pos:R:3:lowdin_charge:R:1
N 0.45712 0.75702 -0.92310 0.105
N 1.06538 -1.88343 1.85485 0.137
N -1.68052 -0.51415 -1.29382 0.272
C 0.39903 -1.05794 1.38293 -0.247
C -0.36037 -0.02821 0.76394 -0.068
C -0.75859 -0.06514 -0.64158 -0.509
H -0.73482 0.76225 1.41314 0.113
H 0.35706 1.73269 -1.19924 0.096
H 1.25570 0.29691 -1.35713 0.101
```

Calculated values
Relative energy (zero: lowest compared OMol25 entry of this formula, charge and spin) (kcal per mole): 107.7
Orbital gap (alpha / beta) (eV): 10.005 / 6.480
Net charge: 0
Calculated total energy (eV): -7624.87753

[2]
Entry from OMol25: a structure of composition C15H16N2O2S (the ωB97M-V functional and the def2-TZVPD basis).

Structure (XYZ):
```
36
Properties=species:S:1:pos:R:3:lowdin_charge:R:1
S -4.91981 2.36797 -0.36518 0.503
O -3.84595 -3.25408 0.04058 -0.008
O 2.44395 -0.29962 1.41885 -0.056
N -2.88539 1.13361 0.95072 0.021
N -3.52691 0.03305 -1.34823 0.001
C 5.68697 -0.48323 -0.67932 -0.073
C -3.13079 -1.19242 -0.93432 -0.342
C -0.65957 0.45436 -0.39339 -0.114
C 3.41852 1.35039 -0.14260 0.121
C 5.58724 0.65347 -1.19440 -0.257
C 0.49858 0.34730 2.22421 -0.016
C 4.54864 1.52117 -1.23694 -0.049
C 0.54057 0.36934 -0.26240 -0.040
C 1.16970 0.35097 1.11577 -0.215
C -4.17844 -1.84376 -0.27919 -0.228
C -1.47734 0.88742 0.73179 -0.193
C -3.73870 1.08585 -0.18832 -0.670
C 3.53217 -0.11659 0.43935 -0.251
C -0.91970 0.77326 2.01708 0.010
C 4.49095 -0.92819 0.31239 0.003
H -1.09684 0.83794 -1.22316 0.100
H 4.49692 -1.98529 0.78113 0.149
H -3.06313 1.85888 1.58242 0.082
H 2.74314 2.09528 -0.10094 0.044
H -4.44669 -3.77224 0.36854 -0.024
H -4.31901 0.26584 -2.01543 0.138
H -2.88688 -1.61067 -1.82504 0.122
H 0.95663 0.45594 3.17187 0.114
H 6.43668 0.99471 -2.21843 0.198
H -4.63815 -1.51756 0.70300 0.144
H 1.22046 0.06524 -1.17478 0.175
H 4.55854 2.51659 -1.50218 0.057
H 6.46295 -1.28648 -0.74391 0.116
H -1.53559 0.90366 3.10802 0.175
H -2.34529 -1.32153 -0.26564 0.116
H -5.17843 -1.71060 -0.87194 0.150
```

Calculated values
Relative energy (zero: lowest compared OMol25 entry of this formula, charge and spin) (kcal per mole): 309.4
Orbital gap (eV): 8.198
Net charge: 0
Calculated total energy (eV): -33713.46317

[3]
Entry from OMol25: the molecule C14H16ClN5O2S2 (the ωB97M-V functional and the def2-TZVPD basis).

Structure (XYZ):
```
40
Properties=species:S:1:pos:R:3:lowdin_charge:R:1
Cl 3.22553 1.42904 -1.77623 0.734
S -4.87493 -1.71480 0.60332 0.999
S -4.09260 1.10957 1.44257 0.910
O -1.43955 2.84518 -0.91127 0.080
O 6.73561 -1.47772 0.32400 -0.132
N -4.82553 -3.25406 -1.65752 0.086
N -3.91752 -1.10183 -1.70890 -0.005
N -3.74619 -0.01597 -0.96561 -0.048
N -1.21238 1.28869 0.74563 0.108
N 4.06501 -0.56921 0.30740 -0.127
C 0.57426 -0.12309 1.48316 -0.020
C 1.87452 -0.57643 1.40008 -0.016
C -4.48336 -2.08022 -1.09191 -0.702
C 2.76221 -0.09341 0.43497 -0.257
C -4.17219 -0.13454 0.23678 -0.968
C 5.65887 -2.37034 0.17269 -0.194
C 0.10590 0.84748 0.60326 -0.214
C 4.39721 -1.85831 0.87710 -0.157
C 0.96006 1.33106 -0.38205 -0.031
C -3.33402 2.42425 0.44752 -0.355
C 6.40537 -0.20970 -0.19702 -0.191
C -1.88707 2.19585 0.00318 -0.534
C 2.25306 0.85363 -0.46551 -0.559
C 5.16608 0.36140 0.49150 -0.166
H 2.21394 -1.31361 2.11014 0.106
H -5.01605 -4.04046 -1.06167 0.090
H 3.57830 -2.55689 0.69941 0.129
H 6.21374 -0.28604 -1.27739 0.126
H -3.94476 2.58234 -0.44091 0.090
H 5.98305 -3.31850 0.60535 0.125
H -4.43343 -3.44042 -2.56565 0.106
H 5.43713 -2.51146 -0.89608 0.129
H -1.73094 0.83812 1.49152 0.084
H 7.27333 0.42824 -0.02419 0.127
H 4.91798 1.33146 0.06698 0.081
H -0.08034 -0.51837 2.24705 0.112
H 0.60478 2.06067 -1.09042 0.099
H 5.37995 0.48789 1.56615 0.134
H 4.59665 -1.79208 1.95945 0.130
H -3.37382 3.31925 1.07144 0.090
```

Calculated values
Orbital gap (eV): 8.005
SMILES string: Nc1nnc(SCC(=O)Nc2ccc(N3CCOCC3)c(Cl)c2)s1
Net charge: 0
Calculated total energy (eV): -60515.82287

[4]
Entry from OMol25: the ion C7H12N3O5 with charge +1 (the ωB97M-V functional and the def2-TZVPD basis).

Structure (XYZ):
```
27
Properties=species:S:1:pos:R:3:lowdin_charge:R:1
O 3.11332 -0.86958 0.27455 0.035
O 1.19417 1.81877 -0.72053 0.000
O -0.67169 1.75734 1.52013 0.013
O -0.02191 -1.14824 1.16116 0.101
O -3.01984 -0.36369 1.02297 0.267
N -0.41427 -0.80139 -1.28119 0.250
N -1.39238 -0.69689 -3.36998 0.248
N -2.51345 -0.48141 -1.23783 0.231
C -0.83147 -0.89474 0.12471 -0.072
C -2.14840 -0.56101 0.09510 -0.217
C -1.45117 -0.68994 -2.03238 -0.368
C 2.19818 0.11568 0.66176 -0.332
C 0.99556 -0.23279 1.58756 -0.181
C 0.30017 1.03114 2.18958 -0.190
C 1.92124 0.89486 -0.60756 -0.371
H 0.50757 -0.80272 -1.55017 0.109
H -0.13469 0.50129 3.10384 0.152
H 1.51032 -0.70918 2.47819 0.183
H 3.71834 -1.03588 0.94116 0.069
H 2.56731 0.88366 1.25942 0.126
H -2.08162 -0.46822 -4.07258 0.143
H -0.28804 2.11963 0.76170 0.045
H 2.56476 0.56360 -1.43204 0.112
H -3.55399 -0.39999 -1.55429 0.253
H -2.68972 -0.13436 1.84310 0.117
H -0.49281 -1.04445 -3.70589 0.145
H 1.11452 1.64851 2.53951 0.131
```

Calculated values
Relative energy (zero: lowest compared OMol25 entry of this formula, charge and spin) (kcal per mole): 0.0
Orbital gap (alpha / beta) (eV): 4.143 / 3.793
<S²>: 2.008
Net charge: +1
Spin multiplicity: 3
Calculated total energy (eV): -22147.98380

[5]
Entry from OMol25: a cluster of 2 separate species, CH8N5O in total (the ωB97M-V functional and the def2-TZVPD basis).

Structure (XYZ):
```
15
Properties=species:S:1:pos:R:3:lowdin_charge:R:1
O -1.83388 -1.22447 0.11094 -0.015
N -0.97020 0.39246 -0.50227 -0.051
N -1.64727 1.73717 -0.07788 0.125
N 0.40498 0.19227 -0.37729 0.043
N -1.11635 -2.18260 0.30739 0.014
N 2.48158 0.86529 0.05742 0.129
C 1.19656 1.13653 0.01971 -0.239
H -1.26930 0.30592 -1.42731 0.119
H -0.67501 -2.86606 -0.35331 0.166
H 3.22211 1.57252 0.16196 0.140
H -2.65652 1.70101 -0.44657 0.134
H -0.54711 -2.35422 1.12574 0.133
H 2.86523 -0.02726 -0.21530 0.122
H 1.02312 2.17814 0.28880 0.145
H -1.63853 2.06137 0.82068 0.034
```

Calculated values
Relative energy (zero: lowest compared OMol25 entry of this formula, charge and spin) (kcal per mole): 88.8
Orbital gap (alpha / beta) (eV): 7.891 / 8.498
Net charge: +1
Calculated total energy (eV): -10652.12154

[6]
Entry from OMol25: a structure of composition C40H60AlGeN7O2P (the ωB97M-V functional and the def2-TZVPD basis).

Structure (XYZ):
```
112
Properties=species:S:1:pos:R:3:lowdin_charge:R:1
Ge -0.13680 3.62473 0.23296 0.630
P -2.24523 -1.70370 -0.68434 0.590
Al 0.05691 0.16066 0.01318 -0.109
O 0.56549 -0.21735 3.94682 0.083
O 0.48305 -0.03167 1.72953 0.025
N 1.89756 -0.27422 -0.80505 0.073
N -2.59861 -2.94480 0.39479 -0.188
N 0.55977 -6.21501 -0.87852 0.085
N -2.67839 -2.21119 -2.23149 -0.193
N 1.42045 -5.55245 -2.99794 0.122
N -0.77456 -1.32250 -0.58293 -0.101
N -3.47179 -0.58032 -0.38549 -0.183
C -5.32701 1.36312 0.17163 -0.197
C -0.51794 3.69384 2.18372 -0.236
C -1.67617 -2.95362 -2.99052 -0.221
C -1.99558 -4.59835 2.09100 -0.192
C 2.14324 -4.58768 -2.41983 -0.277
C 2.42140 -2.59576 2.19436 -0.027
C 4.32704 -0.56462 -2.03974 -0.016
C 4.71231 0.99080 2.70635 -0.014
C 2.84948 0.64785 -0.62758 -0.072
C 5.36609 -0.17669 2.33191 -0.282
C -1.57482 -3.32280 1.37826 -0.218
C -4.03378 -2.61137 -2.58079 -0.236
C -3.27593 -4.37081 2.90394 -0.193
C 3.34832 -1.53279 -2.22703 -0.186
C 1.63082 4.56187 0.06580 -0.258
C 2.13541 -1.33436 -1.56935 -0.050
C -3.26978 -3.05482 -4.92454 -0.214
C -3.95571 -3.42392 0.65690 -0.221
C 2.61911 2.29265 3.28640 -0.018
C 4.09070 0.52329 -1.21721 -0.026
C -1.85023 -2.69884 -4.48331 -0.186
C -3.35967 0.00887 0.97309 -0.213
C 0.66373 -6.30050 -2.20052 -0.215
C -4.29273 -2.32357 -4.05664 -0.192
C 2.60737 -0.14955 2.72730 -0.068
C 4.61448 -1.33704 2.17407 -0.018
C 3.33472 1.02226 2.91030 -0.201
C 3.02104 -3.82419 -3.33118 -0.031
C -0.30278 1.92064 -0.51013 -0.359
C -4.24978 1.73942 -0.84114 -0.186
C 2.11255 -4.41628 -1.04357 -0.010
C 1.30292 -5.26208 -0.31394 -0.125
C 1.10109 -0.12883 2.85918 -0.561
C 3.58088 -2.62299 -3.19688 -0.039
C 3.23819 -1.34052 2.37069 -0.202
C -3.61077 0.48318 -1.42707 -0.200
C -4.68292 0.65559 1.37494 -0.172
C -4.25391 -3.44455 2.15316 -0.177
C 6.85767 -0.19227 2.10843 -0.062
C -1.36968 4.91096 -0.64060 -0.251
H 0.22690 4.27739 2.73480 -0.001
H 2.71338 -3.66052 -0.55798 0.101
H 1.23722 -5.17381 0.76468 0.104
H 5.27533 -0.66180 -2.55993 0.116
H 5.11146 -2.26043 1.88258 0.113
H -1.18608 -4.93538 2.74313 0.106
H 4.83948 1.28771 -1.06365 0.111
H -1.41006 -2.52498 2.11801 0.120
H 1.69732 -2.47903 1.38115 0.068
H 4.29335 -2.36087 -3.97509 0.108
H -3.01520 -3.92055 3.86455 0.105
H 1.28813 -2.00178 -1.69357 0.094
H -4.65983 -2.76739 0.15060 0.092
H 2.55427 1.51233 -0.04573 0.102
H -4.48026 1.37446 2.17322 0.110
H -3.41946 -2.81516 -5.98008 0.101
H 5.28424 1.90566 2.83832 0.113
H 3.06344 -3.45126 1.97972 0.073
H -2.40458 4.62503 -0.43335 -0.010
H -4.19607 -1.24548 -4.21515 0.107
H -0.53670 2.67910 2.59219 0.001
H -0.69140 -2.64148 -2.65128 0.080
H 1.64528 5.48546 0.65810 -0.002
H -2.55468 0.74906 1.00737 0.089
H 3.26837 -4.37869 -4.23012 0.104
H -0.60848 2.01826 -1.56360 -0.078
H -4.09947 -4.43498 0.25088 0.112
H -1.21762 4.87589 -1.72341 0.003
H -3.47369 2.35148 -0.37138 0.095
H -5.31248 -2.61474 -4.32366 0.106
H 1.84789 -2.81097 3.09839 0.095
H -4.74601 -2.08218 -1.95102 0.095
H -1.21681 5.94290 -0.30156 0.000
H -0.63087 -3.46149 0.85754 0.075
H -1.77852 -4.03559 -2.79632 0.117
H -4.67270 2.32536 -1.66041 0.110
H 1.90144 2.58004 2.51327 0.056
H -3.09390 -0.77834 1.67879 0.096
H 7.22213 0.79462 1.81914 0.070
H -6.05004 0.69628 -0.30987 0.103
H 7.39114 -0.48886 3.01528 0.076
H -5.28776 -3.76009 2.31177 0.105
H 3.31961 3.11612 3.42395 0.080
H 2.45331 3.92561 0.40643 -0.023
H -4.17160 -2.42384 2.53302 0.095
H -1.66131 -1.63808 -4.67362 0.117
H -2.14798 -5.38464 1.34612 0.108
H 0.07224 -7.07176 -2.68200 0.102
H 7.12676 -0.90082 1.32237 0.070
H 1.81462 4.81854 -0.98198 -0.003
H -4.25384 0.09802 -2.22266 0.092
H 2.04706 2.15528 4.20611 0.093
H -3.75011 -5.33051 3.12430 0.099
H -4.17131 -3.69225 -2.40329 0.118
H -5.87800 2.24674 0.50057 0.099
H -2.64137 0.74485 -1.85728 0.094
H -1.11361 -3.27981 -5.04563 0.105
H -5.36450 -0.09849 1.78030 0.096
H -1.49888 4.14643 2.35804 0.001
H -3.41694 -4.13602 -4.81417 0.108
```

Calculated values
Relative energy (zero: lowest compared OMol25 entry of this formula, charge and spin) (kcal per mole): 0.0
Orbital gap (eV): 4.067
Net charge: -1
Calculated total energy (eV): -129387.71382

[7]
Entry from OMol25: the ion C2H8N with charge +1 (the ωB97M-V functional and the def2-TZVPD basis).

Structure (XYZ):
```
11
Properties=species:S:1:pos:R:3:lowdin_charge:R:1
N -0.31495 0.15181 -0.33144 -0.053
C -0.70454 0.32879 1.13523 0.006
C 0.97208 -0.50344 -0.84058 0.020
H 0.14560 0.24781 1.79143 0.088
H 1.79809 -0.16562 -0.24474 0.100
H 0.77570 -1.59228 -0.78137 0.115
H 1.15343 -0.35410 -1.87592 0.091
H -1.46424 -0.47973 1.46597 0.137
H -0.12377 1.13295 -0.63234 0.171
H -1.14706 -0.12981 -0.95369 0.213
H -1.09033 1.36362 1.26744 0.112
```

Calculated values
Relative energy (zero: lowest compared OMol25 entry of this formula, charge and spin) (kcal per mole): 18.4
Orbital gap (eV): 14.584
SMILES string: C[NH2+]C
Net charge: +1
Calculated total energy (eV): -3686.36624